The following is a quantum chemistry calculation of a 7-piece molecular cluster, C47H47F7NO26P3S2 overall, from the Open Molecules 2025 dataset.

Geometry as XYZ:
```
133
Properties=species:S:1:pos:R:3:forces:R:3:mulliken_charge:R:1
C 7.13553 1.04586 -0.45878 1.38 0.23 0.55 -0.86
C 7.34161 0.48894 -1.98660 0.27 0.25 0.74 -0.41
P 5.66423 0.23078 -2.94322 0.42 0.47 -0.71 0.11
C 5.78956 -1.43345 -3.90632 -0.31 -1.84 0.19 -0.22
C 4.29531 0.19584 -1.61296 -3.24 0.12 3.15 0.13
C 3.25218 1.49449 -1.54692 -0.22 -2.51 1.76 -0.12
F 3.38999 2.61507 -2.52215 -0.60 -3.74 3.42 -0.36
C 2.01907 1.56423 -0.41892 1.24 -1.14 0.06 -0.36
C 1.04383 2.87793 -0.51388 1.16 0.44 -0.75 -0.60
C 0.01247 2.62377 -1.76203 0.73 0.24 -0.66 -0.33
C -1.43628 3.37648 -1.63985 1.21 -0.18 -2.22 -0.65
S -2.74846 2.44664 -0.68493 -0.89 -0.63 -0.35 0.02
C -3.33221 0.90490 -1.57080 0.71 -1.23 -1.26 0.06
S -2.35735 -0.14987 -2.50760 -1.03 2.37 1.60 -0.21
N -4.79377 0.52157 -1.42876 1.56 -2.30 1.01 0.01
C -5.15711 -0.54913 -2.46653 -1.38 -2.47 -3.30 -0.01
C -5.18642 -2.17690 -2.14319 -0.82 0.71 -3.42 0.07
C -5.60380 -3.29810 -3.29274 -0.08 4.75 -1.14 -0.47
C -6.02680 -2.73379 -4.80450 1.18 2.50 2.73 -0.33
C -5.98581 -1.09493 -5.13044 1.10 -0.67 3.51 -0.44
C -5.53857 0.01522 -3.99284 -0.37 -4.51 1.46 -0.34
C -5.14280 0.04532 -0.03731 -2.20 -1.40 4.50 0.09
C -4.11730 -0.14197 1.22701 -2.04 -0.42 0.33 0.27
C -4.54953 -0.62175 2.75077 -3.75 0.46 -3.06 -0.41
C -6.14016 -0.93677 3.02355 2.05 1.19 -3.70 -0.42
C -7.18630 -0.80697 1.76529 3.30 0.79 -0.74 -0.35
C -6.74210 -0.33371 0.25742 2.84 -0.18 3.35 -0.33
C 1.76357 0.38183 0.68694 4.32 -0.87 -2.83 0.66
P 0.39052 0.36248 2.01053 -4.01 1.08 0.56 1.30
O -0.79520 1.37852 1.77493 4.29 -2.91 0.57 -0.65
O 0.98954 0.55495 3.64863 -2.32 -1.91 -2.56 -0.55
O -0.34660 -1.25314 1.95114 2.05 2.87 -1.83 -0.57
C 2.81917 -0.91397 0.62086 0.72 1.22 -1.91 -0.46
C 4.04854 -0.99484 -0.51037 -2.33 2.01 0.45 0.66
C 5.01959 -2.35684 -0.51021 4.62 0.35 -0.64 -0.07
O 6.33464 -2.33312 -0.76630 -8.77 -0.05 1.67 -0.42
C 4.21232 -3.76466 -0.10562 -3.16 1.53 3.07 0.35
P 4.71730 -5.37750 -1.01107 3.98 -1.42 -3.54 0.87
O 6.15587 -5.28671 -1.68342 -5.69 -0.29 3.10 -0.59
O 3.58089 -5.60426 -2.35268 0.33 0.99 3.67 -0.54
O 4.55052 -6.82633 -0.00964 -2.39 3.01 -2.48 -0.48
C 3.10279 -3.68697 0.92774 3.09 0.47 -3.08 -0.64
C 2.71053 -2.22456 1.63833 -0.81 0.28 4.30 0.20
O 2.38236 -2.15679 2.93607 1.96 -0.45 -8.38 -0.51
H 6.39989 0.41569 0.20542 1.32 1.34 -1.53 0.15
H 8.20041 0.95567 0.07313 -2.27 0.21 -1.10 0.32
H 6.88976 2.21339 -0.42718 0.19 -2.70 -0.17 0.28
H 7.95875 -0.51339 -1.98447 -1.20 2.11 0.00 0.28
H 7.89381 1.35943 -2.58639 -1.12 -2.19 1.16 0.41
H 6.88491 -1.54316 -4.31170 -2.66 0.38 1.29 0.04
H 5.03263 -1.45765 -4.81639 1.63 0.35 2.04 0.15
H 5.56179 -2.38139 -3.25902 0.40 1.72 -1.14 0.07
H 0.54595 3.20851 0.49058 0.84 -1.22 -1.85 0.27
H 1.74447 3.78665 -0.84366 -1.39 -2.05 0.83 0.38
H -0.03404 1.46860 -1.94288 -0.49 2.30 0.32 0.18
H 0.54430 3.08060 -2.72834 -1.15 -1.03 2.07 0.29
H -1.86109 3.52944 -2.73989 0.94 -0.35 2.34 0.34
H -1.25650 4.47119 -1.21011 -0.83 -2.55 -0.43 0.36
H -4.89109 -2.60845 -1.08866 -0.70 1.27 -2.29 0.33
H -5.62015 -4.45800 -3.03342 -0.01 2.96 -0.66 0.28
H -6.35379 -3.48417 -5.67221 0.83 1.90 2.23 0.32
H -6.26928 -0.65920 -6.19879 0.64 -1.27 2.54 0.27
H -5.50127 1.18578 -4.17079 -0.13 -2.84 0.29 0.30
H -2.96143 0.09724 1.07499 -2.76 -0.47 0.30 -0.02
H -3.75465 -0.70344 3.63457 -1.88 0.24 -2.37 0.29
H -6.49177 -1.24754 4.11182 0.70 0.71 -2.71 0.27
H -8.31303 -1.06643 1.97624 2.51 0.62 -0.60 0.27
H -7.51317 -0.25272 -0.61983 1.64 -0.22 1.99 0.31
H 0.31868 0.02210 4.20363 1.48 0.95 -1.07 0.37
H -0.45955 -1.39240 0.94592 0.03 0.20 2.10 0.38
H 2.67369 -5.25569 -2.10379 1.40 -0.49 -0.42 0.35
H 3.59404 -7.12483 -0.20975 2.08 0.33 0.54 0.35
H 2.51566 -4.66801 1.18258 1.23 2.22 -0.14 0.26
C -1.46976 3.16117 4.58287 -0.41 -0.23 -1.40 0.19
C -0.12501 3.40008 5.17976 0.66 0.47 -0.54 0.51
O -0.41272 3.72455 6.52096 -0.80 -0.80 0.45 -0.29
C -1.56855 3.06162 6.80599 -1.16 -0.39 1.71 0.65
O -1.98751 2.87104 7.93560 0.89 0.31 -2.18 -0.62
O -2.19808 2.62896 5.67110 0.46 0.19 1.62 -0.33
F 0.47611 4.46508 4.60348 0.26 0.04 -0.02 -0.30
H -1.95112 4.08332 4.24034 0.26 0.03 0.11 0.24
H -1.43548 2.45323 3.75037 -0.09 0.02 0.16 -0.28
H 0.54177 2.53188 5.14588 0.07 0.23 -0.06 0.26
C 8.53030 -3.02314 -7.40053 -0.35 -1.25 -0.25 -0.43
C 9.66165 -2.09483 -7.68337 0.40 0.19 -0.75 0.30
O 9.21473 -0.86289 -7.16425 -0.31 -0.46 0.80 -0.32
C 8.37727 -1.19221 -6.14107 -1.02 1.79 1.98 0.69
O 8.00974 -0.41131 -5.27911 1.44 -1.44 -2.44 -0.51
O 8.00496 -2.50753 -6.19384 0.32 1.13 0.27 -0.26
F 9.84808 -1.95339 -9.01487 0.23 0.03 -0.16 -0.29
H 7.75599 -2.99551 -8.17452 0.24 0.15 -0.05 0.28
H 8.86246 -4.05702 -7.27338 -0.13 0.19 0.18 0.26
H 10.60446 -2.37668 -7.20256 -0.01 0.09 -0.19 0.29
C 2.66338 1.12824 -7.86149 -0.05 1.12 -0.60 -0.46
C 2.25677 -0.29726 -8.01746 0.13 -0.55 -0.59 0.33
O 2.81284 -0.92443 -6.88418 -0.32 0.67 0.43 -0.27
C 2.84769 0.04280 -5.92505 0.52 -0.12 3.27 0.58
O 3.00498 -0.17801 -4.73578 -0.51 0.55 -2.89 -0.46
O 2.67699 1.29133 -6.45751 0.02 -0.96 0.60 -0.28
F 2.81606 -0.84020 -9.12203 -0.08 -0.21 -0.23 -0.29
H 3.66343 1.32954 -8.25993 -0.10 -0.26 -0.06 0.28
H 1.95431 1.81657 -8.32927 0.08 -0.05 0.26 0.26
H 1.17320 -0.45596 -8.03157 0.13 -0.12 -0.12 0.29
C -10.80050 -3.49114 -4.56541 -1.10 0.54 0.39 -0.42
C -10.15680 -4.07877 -5.77455 0.11 0.30 -0.77 0.30
O -8.83331 -4.32489 -5.35659 -0.45 -0.40 0.71 -0.25
C -8.92166 -4.55437 -4.01636 2.26 -1.19 2.16 0.67
O -8.03852 -5.06854 -3.35035 -2.25 1.18 -1.64 -0.54
O -10.12473 -4.14489 -3.50999 0.98 -0.49 -0.28 -0.30
F -10.12414 -3.18330 -6.78684 -0.03 -0.02 -0.32 -0.29
H -10.64174 -2.41062 -4.48378 0.10 -0.12 -0.25 0.28
H -11.87459 -3.69177 -4.52700 0.22 -0.07 0.15 0.27
H -10.61435 -5.01289 -6.11747 0.07 0.14 -0.14 0.27
C 0.60182 1.74302 10.08081 -0.11 1.18 -0.65 0.06
C 0.19522 0.31752 9.92484 0.07 -0.49 -0.48 0.36
O 0.75128 -0.30965 11.05812 -0.36 0.68 0.38 -0.32
C 0.78614 0.65758 12.01725 0.59 -0.27 3.37 0.60
O 0.94343 0.43677 13.20652 -0.34 0.56 -2.95 -0.53
O 0.61544 1.90611 11.48479 0.04 -0.93 0.58 -0.31
F 0.75451 -0.22541 8.82027 -0.06 -0.24 -0.32 -0.29
H 1.60188 1.94433 9.68237 -0.08 -0.28 -0.06 0.25
H -0.10725 2.43135 9.61303 0.05 -0.08 0.22 -0.12
H -0.88836 0.15882 9.91074 0.13 -0.09 -0.15 0.31
C -2.83125 5.52791 9.20770 -0.28 -1.34 -0.08 -0.12
C -1.69991 6.45623 8.92487 0.28 0.19 -0.61 0.45
O -2.14683 7.68816 9.44398 -0.17 -0.47 0.67 -0.32
C -2.98428 7.35885 10.46716 -1.37 1.87 2.44 0.55
O -3.35181 8.13975 11.32913 0.85 -1.88 -2.13 -0.53
O -3.35660 6.04352 10.41440 0.29 1.16 0.26 -0.32
F -1.51347 6.59767 7.59337 0.26 0.04 -0.28 -0.30
H -3.60556 5.55555 8.43371 0.23 0.13 -0.08 0.27
H -2.49910 4.49404 9.33485 -0.19 0.30 0.12 0.07
H -0.75709 6.17438 9.40568 0.01 0.08 -0.21 0.29
```
Forces are in eV/Å.

The multiplicity is 1. Its SMILES is CCP(C)c1c(F)c(CCCSC(=S)N(c2ccccc2)c2ccccc2)c(P(=O)(O)O)c2c1C(=O)C(P(=O)(O)O)=CC2=O.O=C1OC[C@@H](F)O1.O=C1OC[C@@H](F)O1.O=C1OC[C@@H](F)O1.O=C1OC[C@@H](F)O1.O=C1OC[C@@H](F)O1.O=C1OC[C@@H](F)O1.

=====

The following is a quantum chemistry calculation of C4H19O7Pb as an isolated structure, from the Open Molecules 2025 dataset.

Geometry as XYZ:
```
31
Properties=species:S:1:pos:R:3:forces:R:3:mulliken_charge:R:1
Pb -4.85456 -8.17984 -9.13219 4.50 1.02 -4.36 1.20
O -2.88090 -6.74559 -9.32922 -0.65 0.23 1.23 -0.83
H -2.95724 -5.78403 -9.17398 -0.10 -0.61 -0.22 0.09
O -4.81728 -7.27296 -11.51405 -1.59 -0.16 1.33 -0.86
H -5.76260 -7.48244 -11.64454 0.54 0.03 -0.41 0.14
O -3.33941 -9.69244 -10.43935 -0.28 -0.55 0.66 -0.85
H -3.00170 -10.49625 -10.88022 -0.49 0.55 0.51 0.03
C -3.12729 -10.01930 -6.63004 1.89 -0.26 0.00 -0.68
O -3.55600 -8.68629 -6.72440 -1.18 0.06 0.55 -0.31
H -2.31416 -10.15886 -7.34239 -0.15 -0.30 -0.42 0.30
H -2.64775 -10.20274 -5.66854 -0.28 -0.18 0.46 0.31
H -3.88098 -10.78396 -6.81808 -0.32 0.59 -0.04 0.21
H -2.92809 -8.10039 -6.29538 0.20 -0.03 -0.35 0.20
C -7.95908 -6.98745 -10.38542 0.55 0.29 0.07 -0.76
O -7.41789 -8.14209 -9.75032 -1.08 -0.19 0.04 -0.33
H -7.46098 -6.13864 -9.91692 -0.12 0.19 -0.10 0.21
H -7.66396 -6.97736 -11.43467 -0.28 0.00 -0.03 0.29
H -9.03745 -6.90165 -10.25183 -0.07 -0.06 -0.08 0.36
H -8.12732 -8.74913 -9.52717 0.05 -0.10 -0.08 0.22
C -5.57831 -5.28168 -7.17052 0.38 0.22 0.34 -0.75
O -6.12248 -6.56910 -7.43277 -0.36 0.49 0.22 -0.27
H -4.86502 -4.99959 -7.94495 -0.12 -0.29 -0.21 0.20
H -6.32535 -4.49230 -7.08730 -0.21 -0.09 -0.06 0.34
H -5.01554 -5.32343 -6.23796 0.00 0.07 0.16 0.25
H -7.06820 -6.58833 -7.26892 -0.01 0.12 -0.02 0.24
C -6.68003 -9.62114 -6.39868 -0.63 -0.53 1.06 -0.83
O -6.14489 -9.86352 -7.69605 -0.89 -0.31 1.56 -0.33
H -6.24663 -8.83644 -5.77858 0.74 0.25 -0.98 0.29
H -7.74701 -9.39832 -6.39504 -0.31 0.10 -0.46 0.35
H -6.59455 -10.50428 -5.76556 0.15 -0.33 -0.01 0.37
H -6.51746 -10.71201 -7.94675 0.15 -0.23 -0.37 0.19
```
Forces are in eV/Å.

The multiplicity is 1. Its charge is -1.

=====

LUMO level, respectively: -2.550; 2.359 eV.
Gap between HOMO and LUMO, respectively: 5.36; 5.00 eV.